Run a
The following is a quantum chemistry calculation of a gas-phase ion, C3H7N2S (charge +1), from OMol25.

Its HOMO-LUMO gap (alpha / beta) is 7.9 / 7.9 eV. Its charge is +1. The calculation puts the HOMO energy (alpha / beta) at -14.0 / -14.0 eV. The calculation puts the LUMO energy (alpha / beta) at -6.11 / -6.11 eV.

The geometry in XYZ format:
```
13
C3H7N2S wB97M-V/def2-TZVPD
C -1.32764 1.37494 -0.06790
C 2.30256 0.56748 0.02734
C -2.06377 -1.39964 -0.24829
N 1.15304 1.04060 -0.54748
N 0.02250 1.00981 0.11389
S -2.56782 0.38319 0.04955
H 2.29796 0.40549 1.17989
H 2.64903 -0.50214 -0.39634
H 3.18788 1.26437 -0.22424
H -2.12812 -1.57045 -1.41163
H -2.66221 -2.01925 0.44817
H -0.98926 -1.33055 0.02430
H 0.12584 0.77615 1.05274
```

***

Run b
The following is a quantum chemistry calculation of a molecular structure, C3H7N2S, from OMol25.

Its HOMO-LUMO gap (alpha / beta) is 7.0 / 7.0 eV. Its charge is +1. The calculation puts the HOMO energy (alpha / beta) at -12.9 / -12.9 eV. The calculation puts the LUMO energy (alpha / beta) at -5.83 / -5.83 eV.

The geometry in XYZ format:
```
13
C3H7N2S wB97M-V/def2-TZVPD
C -2.22481 0.34683 0.47884
C -0.95503 0.26070 1.09723
C -2.68263 -0.16844 -0.64270
N -0.44906 -1.83812 -0.34276
N 2.13716 0.12208 -0.10503
S 0.23773 -0.92112 0.69609
H -3.02603 1.01545 0.90520
H -0.65330 1.06270 1.75158
H -3.29568 -0.79488 -1.26545
H -0.11691 -2.61755 -0.87800
H 1.88443 -0.17994 -1.02667
H 2.76543 -0.35598 0.53993
H 1.89078 1.05096 0.18780
```

***

Run c
The following is a quantum chemistry calculation of a gas-phase ion, C3H7N2S (charge +1), from OMol25.

Its HOMO-LUMO gap (alpha / beta) is 7.7 / 7.7 eV. Its charge is +1. The calculation puts the HOMO energy (alpha / beta) at -13.5 / -13.5 eV. The calculation puts the LUMO energy (alpha / beta) at -5.80 / -5.80 eV.

The geometry in XYZ format:
```
13
C3H7N2S wB97M-V/def2-TZVPD
C 1.02181 1.22266 1.11336
C 0.53458 1.12291 -1.76611
C -0.57935 -0.25806 0.08244
N 0.28762 0.18544 1.19316
N 0.26722 -0.14085 -1.13764
S -0.91333 -2.07664 0.40375
H 1.70292 1.56535 2.04063
H 0.03894 1.84337 -1.22967
H -1.64957 0.19583 -0.03998
H 0.20747 -0.25329 2.11537
H 0.12763 -0.87537 -1.75878
H 1.16260 -0.32932 -0.80007
H -2.20854 -2.20203 -0.21646
```

***

Run d
The following is a quantum chemistry calculation of 2 unconnected molecules or ions with the total composition C3H7N2S, from OMol25.

Its HOMO-LUMO gap is 9.8 eV. Its charge is +1. The calculation puts the HOMO energy at -14.1 eV. The calculation puts the LUMO energy at -4.38 eV.

The geometry in XYZ format:
```
13
C3H7N2S wB97M-V/def2-TZVPD
C 1.73936 -0.86876 0.00452
C 2.87298 0.10524 -0.08871
C -2.52214 0.95204 -0.12292
N 0.69626 -0.19417 0.11248
N -2.00086 -0.19448 0.10641
S 1.41776 1.32904 -0.00794
H 1.84579 -1.94212 0.25222
H 3.56618 0.20349 -0.95644
H -1.99119 1.85213 -0.23200
H -3.69600 1.01548 -0.07570
H -0.33401 -0.41550 0.03883
H 3.53613 0.13847 0.85584
H -2.76338 -0.96290 -0.00390
```

***

Most favorable first, least favorable last: run d, run a, run b, run c